{"formula": "C5H7N", "method": "ωB97M-V/def2-TZVPD", "species": ["N", "C", "C", "C", "C", "C", "H", "H", "H", "H", "H", "H", "H"], "xyz": [[1.610523, 0.376296, -0.429820], [0.466115, -0.663309, -0.378105], [-1.169373, 0.930209, 0.163963], [1.569635, -0.074541, 0.791066], [-0.545223, 0.322651, -1.030759], [-0.985612, -0.545882, 0.049368], [1.592027, 0.448819, 1.761710], [0.698611, -1.563568, -0.944503], [-1.680496, -1.376367, 0.070142], [-2.192721, 1.277124, 0.022502], [-0.575493, 1.528469, 0.857839], [-0.734224, 0.384430, -2.091253], [1.946234, -1.044330, 1.157853]], "forces_ev_per_a": [[0.602, 0.306, 0.724], [-0.521, 0.648, -1.470], [-0.003, 0.096, 0.095], [1.583, -0.554, 1.681], [-0.645, -0.834, -0.445], [-0.403, 0.150, 0.168], [-0.808, 1.248, -0.303], [-0.042, -0.050, 0.307], [0.194, 0.145, 0.174], [0.208, -0.050, 0.040], [0.004, -0.182, -0.088], [-0.019, -0.027, 0.159], [-0.149, -0.895, -1.044]], "total_charge": 0, "spin_multiplicity": 1, "fmax_ev_per_a": 2.4, "lumo_ev": 1.0941, "homo_lumo_gap_ev": 9.09}



{"formula": "C5H7N", "method": "ωB97M-V/def2-TZVPD", "species": ["N", "C", "C", "C", "C", "C", "H", "H", "H", "H", "H", "H", "H"], "xyz": [[-0.837428, 0.277113, 1.329124], [-0.013227, -0.724137, -1.211950], [-1.681276, -0.506290, 0.470974], [0.280950, 0.721240, -0.907444], [-1.102524, -1.100447, -0.555440], [-0.070769, 0.960705, 0.571480], [1.347571, 0.937306, -1.043397], [-0.264218, 1.451004, -1.520387], [1.675033, -0.893187, 1.498084], [-2.730551, -0.387540, 0.710677], [0.732813, -1.384589, -1.642795], [0.348571, 1.821511, 1.066577], [2.315056, -1.172689, 1.234495]], "forces_ev_per_a": [[-0.112, 0.409, -0.582], [-0.232, -0.137, 0.236], [-0.335, -0.736, -0.025], [-0.052, 0.086, 0.030], [0.063, 0.050, -0.074], [0.213, 0.287, 0.492], [-0.142, -0.016, 0.035], [0.047, -0.016, 0.092], [0.150, -0.089, -0.042], [-0.012, -0.244, -0.180], [-0.116, 0.097, 0.022], [0.623, 0.263, -0.057], [-0.096, 0.047, 0.052]], "smiles": "C1=CCC=NC=1.[H][H]", "total_charge": 0, "spin_multiplicity": 1, "fmax_ev_per_a": 0.8, "lumo_ev": [0.0537, 0.0540], "homo_lumo_gap_ev": [8.76, 8.76]}



{"formula": "C5H7N", "method": "ωB97M-V/def2-TZVPD", "species": ["N", "C", "C", "C", "C", "C", "H", "H", "H", "H", "H", "H", "H"], "xyz": [[-1.306777, 1.512651, -0.037507], [-1.104790, -0.704780, -1.174685], [-1.330587, -0.600724, 0.340412], [-0.439123, 0.373423, -0.345703], [2.280499, 0.670226, 0.028965], [-2.079471, 0.746718, 0.622685], [-0.416716, -1.447285, -1.359028], [1.898826, 1.398676, -0.672812], [-2.887536, 1.097558, 1.140224], [2.215255, -0.392799, -0.331161], [2.468303, 0.955168, 0.981052], [-1.375365, -1.321470, 1.151588], [-1.719758, -0.361875, -2.045776]], "forces_ev_per_a": [[0.745, 0.991, -0.357], [-0.431, 2.867, -0.138], [-1.943, 1.272, 1.283], [-1.163, -1.114, -0.377], [-0.244, -1.796, -3.576], [2.460, -1.519, -1.807], [1.287, -1.848, -0.685], [0.079, 0.077, 0.138], [-2.379, 0.419, 1.346], [0.244, 1.269, 0.835], [0.659, 0.532, 2.758], [0.750, -0.481, -0.632], [-0.063, -0.668, 1.211]], "total_charge": 0, "spin_multiplicity": 3, "s_squared": 2.009, "fmax_ev_per_a": 4.0, "lumo_ev": [1.0736, -1.2410], "homo_lumo_gap_ev": [8.88, 8.25]}



{"formula": "C5H7N2", "method": "ωB97M-V/def2-TZVPD", "species": ["N", "N", "C", "C", "C", "C", "C", "H", "H", "H", "H", "H", "H", "H"], "xyz": [[0.700166, -0.351988, -1.428142], [3.123752, -0.093636, -0.469554], [-0.829575, -0.413281, 1.244906], [2.214645, 0.743333, -0.030483], [-0.413217, 0.230495, -1.181311], [1.755155, -0.334456, -0.815342], [-1.388275, -0.254884, -0.161708], [-0.243224, 0.517419, 1.668003], [-0.287372, -1.359969, 1.553443], [-1.777643, -1.197294, -0.552402], [-1.627884, -0.420483, 1.993204], [1.999966, 1.820856, 0.226408], [-2.322452, 0.265474, -0.150157], [-0.904042, 0.848413, -1.896866]], "forces_ev_per_a": [[-2.838, -0.115, -1.574], [-1.010, -0.059, 0.279], [1.217, 0.621, 2.679], [1.019, -0.353, -1.215], [-2.708, -2.228, -0.399], [3.431, 3.285, 3.163], [0.752, -0.562, 0.661], [-0.761, -1.717, -1.264], [-0.224, 1.101, -1.056], [0.446, -0.547, -0.100], [-0.376, -0.037, -0.443], [0.783, -1.406, 0.373], [-0.172, 1.219, -0.092], [0.442, 0.796, -1.014]], "smiles": "CCC=[N+]=c1cn1", "total_charge": 1, "spin_multiplicity": 1, "fmax_ev_per_a": 5.7, "lumo_ev": -5.7859, "homo_lumo_gap_ev": 9.55}



{"formula": "C5H7N2O3S", "method": "ωB97M-V/def2-TZVPD", "species": ["S", "O", "O", "O", "N", "N", "C", "C", "C", "C", "C", "H", "H", "H", "H", "H", "H", "H"], "xyz": [[1.675154, -0.956327, 2.341725], [3.108805, -0.736196, 2.164071], [0.972330, 0.065708, 3.112993], [1.275446, -2.332317, 2.618689], [-2.128627, -1.670727, -1.333171], [-0.409578, -0.789625, -0.239887], [-1.543696, -0.262742, 0.303981], [0.914695, -0.480142, 0.085999], [1.236162, 0.988646, 0.192358], [-0.822660, -1.631635, -1.215259], [-2.589187, -0.816567, -0.382600], [1.614062, -1.056546, -0.510602], [-0.136341, -2.184457, -1.826755], [2.297081, 1.094275, 0.402520], [-1.515434, 0.427195, 1.120381], [-3.642029, -0.654691, -0.256317], [0.691268, 1.429376, 1.025597], [0.994757, 1.545317, -0.720442]], "forces_ev_per_a": [[-0.964, -0.168, -2.234], [-0.461, -0.009, 0.072], [0.213, -0.216, -0.257], [0.180, 0.505, -0.075], [0.116, -0.361, -0.371], [-0.644, -0.266, -0.141], [-0.424, 0.164, 0.110], [2.130, 0.159, 2.960], [-0.161, -0.054, -0.350], [-0.144, -0.180, -0.213], [0.053, 0.202, 0.230], [-0.062, -0.061, -0.005], [0.234, -0.081, -0.041], [0.054, 0.040, 0.037], [0.088, 0.123, 0.213], [-0.172, 0.096, 0.139], [-0.003, 0.083, 0.019], [-0.033, 0.023, -0.092]], "total_charge": -1, "spin_multiplicity": 1, "fmax_ev_per_a": 3.7, "lumo_ev": 3.7437, "homo_lumo_gap_ev": 8.00}



{"formula": "C5H7N2O4", "method": "ωB97M-V/def2-TZVPD", "species": ["O", "O", "O", "O", "N", "N", "C", "C", "C", "C", "C", "H", "H", "H", "H", "H", "H", "H"], "xyz": [[1.343992, -3.689424, -0.062439], [-1.154146, 2.449826, 0.617026], [0.581873, 1.951089, -0.542781], [1.213757, 0.563779, 1.883958], [-0.190132, -2.037783, -0.119356], [1.653615, -1.598939, 0.962999], [-1.574624, 1.581959, -1.513550], [-0.387444, -0.731827, 0.402863], [1.012369, -2.527620, 0.242760], [0.726686, -0.546514, 1.121576], [-0.752478, 1.930396, -0.383733], [0.424959, 0.989393, 2.041851], [-2.270545, 0.793868, -1.284405], [-2.047537, 2.478830, -1.829836], [2.446631, -1.686313, 1.538126], [0.912728, 1.363612, 0.159605], [-0.803893, -2.422200, -0.881168], [-1.135812, 1.137867, -2.353495]], "forces_ev_per_a": [[1.082, -0.011, 0.285], [-1.632, 0.121, 1.124], [1.036, -0.852, -1.275], [1.994, -2.448, -1.498], [-1.150, 1.278, -0.732], [-0.879, 1.357, 0.271], [-1.318, -0.826, -0.746], [-0.781, 0.996, 0.312], [-0.310, -3.506, -1.628], [0.594, 0.159, 0.198], [1.452, 1.035, 1.227], [-2.904, 2.064, 1.038], [-0.669, 0.182, 0.835], [-0.872, 0.762, -0.305], [0.789, -0.659, 0.370], [0.473, 0.293, 0.038], [1.472, 0.314, 1.601], [1.623, -0.258, -1.114]], "total_charge": -1, "spin_multiplicity": 1, "fmax_ev_per_a": 3.9, "lumo_ev": 3.7226, "homo_lumo_gap_ev": 6.71}



{"formula": "C5H7N2P", "method": "ωB97M-V/def2-TZVPD", "species": ["P", "N", "N", "C", "C", "C", "C", "C", "H", "H", "H", "H", "H", "H", "H"], "xyz": [[-2.643780, 1.799183, 0.380934], [0.291359, -1.002982, 0.051923], [1.365273, -1.131514, -0.658165], [2.453346, -0.400804, -0.213559], [0.604278, -0.064594, 1.006680], [-0.268488, 0.211192, 2.009785], [-2.408122, 0.463893, -0.958891], [1.981068, 0.288792, 0.864775], [-2.426617, 1.049285, -1.759653], [-1.405204, -0.005171, -0.694131], [1.307062, -1.940494, -1.357599], [2.319875, 1.220718, 1.313910], [-3.153584, -0.308380, -0.778422], [3.343195, -0.368790, -0.856356], [-1.359662, 0.189666, 1.648767]], "forces_ev_per_a": [[0.447, -0.914, -0.370], [-0.428, 1.052, 0.376], [0.434, -2.690, -1.340], [-0.399, 0.103, -1.054], [1.029, -1.746, -1.715], [-2.220, 1.402, 1.428], [0.646, -1.933, 6.116], [-0.171, 1.199, -0.173], [0.033, 1.789, -4.084], [-1.031, 0.779, -0.937], [0.690, 1.854, 1.320], [0.614, -0.731, 0.165], [-0.135, 0.136, -0.853], [-0.410, 0.053, 0.756], [0.902, -0.352, 0.366]], "total_charge": 0, "spin_multiplicity": 1, "fmax_ev_per_a": 6.4, "lumo_ev": [-1.4858, -1.6140], "homo_lumo_gap_ev": [5.65, 5.52]}



{"formula": "C5H7N3", "method": "ωB97M-V/def2-TZVPD", "species": ["N", "N", "N", "C", "C", "C", "C", "C", "H", "H", "H", "H", "H", "H", "H"], "xyz": [[3.476481, -1.182624, 0.040496], [0.132140, -1.705723, 0.098901], [-0.967303, -1.310383, -0.487826], [0.242236, 1.658827, 0.394481], [0.425936, 0.633673, -0.786068], [1.008868, -0.714080, -0.181692], [2.323498, -0.906726, 0.132189], [-2.063681, -1.137920, 0.218898], [1.249373, 2.268705, 0.897128], [-0.584672, 0.529927, -1.221523], [-3.209153, -1.115975, -0.140839], [0.948491, 0.965913, -1.536005], [-0.594947, 2.330537, -0.239482], [-0.153072, 0.900443, 1.404030], [-2.234201, -1.214591, 1.407308]], "forces_ev_per_a": [[-3.859, 1.183, 0.866], [4.049, 3.356, -0.505], [-7.399, -1.214, 1.376], [-0.448, -0.150, 1.267], [-1.429, -2.163, 5.022], [-4.986, -0.491, -0.196], [6.648, -1.508, -0.690], [-1.407, -1.337, 1.170], [-3.040, -1.745, -2.035], [0.835, -0.520, 0.515], [3.190, 0.474, -0.491], [3.621, 2.036, -3.856], [2.125, -0.913, 3.059], [0.556, 2.873, -3.091], [1.542, 0.120, -2.412]], "smiles": "C=N/N=C(/C#N)CC", "total_charge": 0, "spin_multiplicity": 1, "fmax_ev_per_a": 7.6, "lumo_ev": -0.6331, "homo_lumo_gap_ev": 8.93}